*P*
{
  "formula": "C27H75FN12O7P4",
  "method": "ωB97M-V/def2-TZVPD",
  "elements": ["H", "H", "F", "H", "P", "O", "N", "H", "C", "H", "H", "H", "H", "H", "N", "H", "C", "N", "H", "N", "H", "H", "H", "H", "H", "C", "H", "C", "N", "H", "O", "H", "C", "H", "H", "H", "H", "N", "N", "O", "H", "H", "P", "O", "H", "N", "H", "C", "P", "C", "H", "H", "H", "H", "C", "H", "H", "C", "N", "H", "C", "C", "C", "H", "H", "C", "H", "H", "H", "H", "C", "H", "H", "C", "O", "H", "H", "H", "H", "H", "H", "C", "C", "C", "H", "O", "H", "C", "H", "H", "N", "P", "H", "H", "O", "H", "H", "H", "H", "H", "H", "C", "C", "H", "C", "H", "C", "N", "H", "H", "H", "H", "H", "H", "H", "H", "H", "H", "H", "C", "H", "N", "C", "C", "C", "H"],
  "positions_angstrom": [[-4.76247, 4.88446, -0.26704], [11.46337, -1.58885, -2.40852], [3.52113, 0.93559, 1.70208], [-1.84388, -8.11516, -3.56737], [8.40452, -0.89270, -0.69337], [1.50306, 1.66935, -0.20872], [-5.12376, 2.06146, 5.31904], [-4.12041, 8.08503, -2.33405], [-3.20493, 0.03518, 8.29062], [2.76061, -0.81313, 1.17201], [-7.45440, 3.75883, -3.94982], [-2.69234, -0.72520, 3.68217], [-2.09412, -3.54329, -2.43884], [-2.53505, 0.62843, 8.91306], [-3.37504, 0.60590, 6.96529], [-3.71233, 3.13505, 6.40579], [2.49546, 0.24369, 1.14188], [-0.14924, -4.07936, -2.81374], [-0.52403, -7.30317, -4.18172], [9.49424, -0.64970, 0.58000], [3.31962, 1.08998, -0.62588], [-3.01764, -1.03351, 8.18608], [-7.94144, 2.88199, -2.64187], [-7.41911, 5.19332, -0.17295], [-4.11406, 0.08005, 8.89026], [-4.89346, 5.94387, -0.04661], [8.09862, 0.14034, -3.55984], [-7.84214, 4.70214, -1.04924], [-5.33296, 6.69536, -1.27449], [3.51488, -5.83229, -2.42864], [7.10271, -1.60222, -0.35887], [8.69888, 2.45727, -0.90158], [-5.05437, -1.85750, 4.79981], [-3.92379, 3.60811, -1.87113], [9.72202, -2.55816, 1.47292], [-8.15503, 3.69172, -0.78607], [2.51073, -8.05539, -2.73010], [-4.47318, -0.53803, 4.83468], [-6.75524, 4.48611, -2.03998], [0.31836, -5.31908, -0.46141], [-6.29030, 2.65750, -3.16657], [2.04755, -0.29908, -0.82589], [0.14420, -5.49361, -1.93425], [-6.10283, 0.14029, 6.88324], [10.16679, 1.27275, 0.99204], [9.31674, -1.75649, -1.81447], [-4.58270, -2.47670, 4.03678], [9.22326, -3.29939, -1.91776], [-5.85014, 5.73934, -2.66319], [-2.06454, 0.86279, 6.20450], [-2.71591, 3.90706, -3.16888], [7.37917, 1.63978, -3.18741], [0.04531, -2.91320, -4.45524], [10.23307, -1.16085, 2.54446], [1.67116, -7.62933, -2.18083], [-2.09501, -6.48361, -0.46408], [9.65734, -3.56848, -2.88071], [0.75888, 1.55492, 0.82612], [-4.39263, 5.05610, -3.28055], [2.55219, -4.46391, -2.81461], [0.05375, -3.97631, -4.21478], [2.64752, -5.53091, -3.01596], [9.53021, -1.53650, 1.80084], [-5.30370, 3.72639, 6.69277], [7.97012, 1.38299, 0.37330], [-4.71973, 8.05490, -1.42410], [8.17349, -3.56772, -1.79910], [-4.17116, -0.42783, 2.74702], [-1.74551, -0.15805, 5.99425], [-5.54972, 5.98279, 0.82282], [-6.38605, 2.21843, 4.56818], [-4.49579, 3.76784, -4.84476], [-8.60943, 5.33184, -1.49961], [-4.66432, 3.32104, 5.90856], [-0.16254, 2.31439, 1.10737], [-4.94174, -2.44777, 5.70920], [8.49235, -1.70542, 2.08789], [-2.16522, 1.45154, 5.29272], [10.35151, -1.34383, -3.68147], [-5.54591, 8.75837, -1.52731], [-3.09479, -5.71479, -1.77852], [7.47035, 0.62124, -2.81010], [2.43022, 0.56328, -0.27999], [-1.46599, -7.09823, -3.67298], [-3.43263, 0.87828, 3.69527], [-6.65173, 6.52908, -3.66634], [-6.53033, 3.23008, 4.18890], [-4.40928, 4.84710, -4.71896], [-2.87108, 5.11457, -1.87134], [-6.32819, 1.38173, 3.87199], [-1.22920, -6.47948, -2.36495], [-4.90781, 0.55650, 6.08650], [-3.36507, 5.06908, -4.93906], [-0.99719, -2.98705, -1.20065], [1.23734, 0.57362, 1.61654], [2.05786, -7.52890, -1.16669], [-1.39728, 1.48174, 6.80431], [11.41757, 0.27766, 1.16507], [-2.93675, -7.50205, -1.56066], [-1.05042, -2.16660, -2.81090], [6.90995, 2.19240, -0.81632], [-3.40301, 4.36516, -2.45746], [-2.43539, -6.53621, -1.49823], [-0.75907, -4.42973, -4.78209], [-3.64241, -0.19105, 3.67031], [10.45177, -0.04777, -2.68511], [10.49546, -1.13503, -2.62139], [8.04655, 0.55817, -1.46023], [-4.17727, 8.22986, -0.49500], [-6.09562, -1.91371, 4.48238], [-7.23718, 2.00475, 5.21472], [1.00271, -4.39839, -4.54558], [10.80892, 0.55261, -0.51236], [-4.54636, 4.14611, 5.20609], [-2.16977, -6.58759, -4.33027], [9.86754, -3.73249, -1.15264], [-3.90566, 6.29368, 0.25338], [2.80885, -5.71997, -4.07724], [0.76454, -8.22641, -2.27904], [-1.10451, -3.11574, -2.27769], [6.50455, 0.13048, -2.68971], [1.44051, -6.30102, -2.68548], [10.53851, 0.36026, 0.52590], [-7.05746, 3.41268, -2.99550], [7.89761, 1.76417, -0.64530], [-5.22285, 5.26976, -5.30851]],
  "mulliken_charge": [0.3935, 0.3479, -0.3136, 0.4124, 0.3243, -0.3357, 0.2511, 0.2835, -1.0396, 0.3569, 0.3699, 0.3446, 0.3211, 0.3393, 0.2267, 0.3178, 0.3128, 0.3221, 0.3495, 0.1995, 0.2409, 0.3279, 0.4302, 0.1754, 0.3167, -1.2689, 0.2538, -0.9127, 0.1279, 0.3998, -0.8964, 0.2609, -1.1920, 0.3025, 0.2480, 0.4691, 0.4378, 0.3240, 0.2390, -0.8464, 0.2197, 0.2672, 0.5660, -0.8572, 0.3699, 0.2290, 0.4690, -0.9710, 0.4495, -1.0412, 0.4435, 0.4390, 0.3911, 0.3523, -1.2049, 0.2940, 0.3243, 0.6840, 0.1857, 0.4406, -0.8876, -1.2808, -0.9144, 0.3587, 0.4031, -0.9578, 0.2806, 0.4436, 0.3145, 0.2837, -0.9931, 0.3522, 0.2861, -0.9910, -0.5993, 0.2916, 0.3281, 0.2794, 0.4197, 0.2802, 0.3068, -1.1124, -0.3250, -1.1730, 0.4082, -0.8692, 0.3430, -1.0462, 0.1747, 0.2677, 0.2684, 0.4095, 0.3929, 0.3203, -0.2946, 0.3674, 0.3659, 0.3799, 0.3352, 0.3457, 0.4157, -0.9210, -1.0648, 0.2409, -1.2476, 0.4059, -1.2299, 0.3541, 0.4167, 0.3161, 0.3298, 0.2201, 0.2302, 0.3180, 0.3027, 0.2968, 0.4694, 0.3168, 0.3195, -1.0625, 0.3109, 0.2427, -0.8996, -1.0535, -1.1458, 0.2838],
  "total_charge": 0,
  "molar_mass_g_mol": 822.87,
  "homo_energy_ev": -8.03,
  "orbital_gap_ha": 0.303,
  "smiles": "CN(C)P(=O)(N(C)C)N(C)C.CN(C)P(=O)(N(C)C)N(C)C.CN(C)P(=O)(N(C)C)N(C)C.CN(C)P(=O)(N(C)C)N(C)C.O=C1OC[C@@H](F)O1"
}

*Q*
{
  "formula": "C27H75FN12O7P4",
  "method": "ωB97M-V/def2-TZVPD",
  "elements": ["H", "C", "O", "H", "H", "H", "H", "H", "H", "H", "C", "H", "O", "C", "H", "H", "O", "H", "H", "H", "H", "C", "H", "H", "C", "H", "H", "P", "H", "H", "N", "C", "C", "C", "H", "C", "O", "N", "H", "O", "C", "N", "C", "C", "H", "C", "H", "H", "N", "C", "H", "H", "H", "H", "C", "H", "N", "C", "H", "H", "H", "C", "H", "H", "H", "H", "H", "H", "H", "N", "H", "H", "F", "O", "H", "H", "H", "C", "N", "C", "C", "C", "H", "H", "N", "C", "H", "C", "H", "H", "H", "H", "H", "H", "H", "H", "H", "H", "N", "C", "H", "H", "H", "N", "C", "H", "H", "H", "O", "H", "H", "H", "H", "H", "C", "H", "C", "H", "P", "P", "H", "N", "N", "H", "P", "H"],
  "positions_angstrom": [[21.08039, -5.89693, 0.59260], [22.63790, -5.05839, 3.16479], [24.82731, -6.78968, 5.20548], [23.85327, -7.85179, 1.62414], [27.07183, -4.45328, 7.26155], [19.09316, -13.17597, 11.65791], [22.93105, -7.64398, -4.48681], [16.24211, -10.18237, 11.82830], [24.60458, -6.05774, 0.02734], [25.87782, -5.85765, 7.34915], [21.64766, -5.14290, -5.05716], [22.15003, -3.42059, 6.24523], [22.03069, -3.73134, -2.54377], [20.59156, -5.21646, -0.11145], [17.12452, -10.35650, 13.36321], [19.54714, -5.16142, 0.19337], [19.86062, -7.42866, 5.19374], [25.07966, -2.46574, 6.96911], [23.01042, -8.52510, -1.37992], [22.01630, -4.17080, 3.06325], [21.09327, -4.25637, 0.01928], [17.70689, -8.95924, 8.56748], [17.53029, -9.30290, 7.53364], [25.11085, -6.73949, -2.48004], [24.14798, -8.90173, 1.52864], [24.16881, -2.72156, 5.45530], [20.33465, -11.33580, 8.07932], [21.99511, -5.20016, -2.40779], [24.45991, -3.63688, 2.21314], [25.23064, -8.96976, 1.40287], [21.35408, -10.68071, -0.71474], [24.60201, -5.77195, -2.62439], [19.56567, -6.38238, -2.04520], [20.27659, -12.26851, 8.63927], [20.74904, -11.56022, -2.51385], [23.83149, -9.10143, -0.95712], [17.03668, -11.56547, 9.58094], [23.86949, -4.73304, 3.91916], [23.61333, -4.56281, -0.11709], [21.64076, -10.65537, 1.85219], [19.47978, -10.51517, 12.48604], [23.23284, -12.11839, 0.36220], [21.66123, -11.33619, -1.95902], [19.98075, -8.96666, 9.50090], [20.79236, -4.48701, -4.91952], [17.94709, -7.88906, 4.04652], [24.78689, -8.58154, -0.90665], [19.18058, -10.01850, 13.40970], [25.37469, -4.35443, 6.00929], [26.04149, -4.78464, 7.24342], [18.05214, -7.93957, 8.36094], [17.52669, -7.67558, 3.06800], [22.31491, -10.72954, -2.60559], [16.73980, -8.94324, 9.06299], [18.97740, -6.43349, 5.48601], [25.72533, -4.74656, 2.88350], [23.42055, -5.80820, -1.78497], [21.83327, -4.46528, 6.27717], [19.93067, -9.00729, 3.96033], [25.34230, -5.02049, -2.33898], [22.18803, -5.91523, 3.66186], [19.46579, -8.02740, 3.99196], [21.23422, -4.52395, 7.18769], [24.33557, -5.75168, -3.67766], [20.31482, -8.42975, 8.60609], [19.94553, -11.48284, 12.65903], [23.98960, -9.97747, -1.59667], [22.37198, -7.41368, 6.71036], [21.54888, -5.79274, -5.92052], [19.63318, -12.07774, 9.92225], [20.95485, -8.68170, -1.21340], [23.03431, -5.39809, 2.20131], [19.91572, -7.24323, 2.94293], [17.82738, -6.65758, 4.81563], [19.02675, -6.99465, -1.32355], [21.14560, -4.72235, 5.48345], [19.28353, -14.13411, 10.13823], [19.64950, -13.28375, 10.73424], [23.48509, -9.51014, 0.39493], [25.10604, -2.91617, 5.97278], [23.67174, -5.63103, -0.34529], [20.43281, -9.57134, -0.82653], [25.09619, -13.08301, -0.03847], [18.84196, -5.65429, -2.45197], [22.97618, -5.38430, 6.38514], [22.79196, -6.53628, 7.23106], [25.11669, -12.08321, 1.32675], [22.56859, -13.36016, 0.76599], [20.68463, -13.58144, 10.94951], [25.91679, -2.38412, 5.45646], [19.84410, -6.96922, -2.91561], [25.11083, -11.28950, -0.22391], [19.75987, -8.15939, 10.21465], [21.90738, -7.92436, -3.10078], [25.37238, -3.21823, 3.63363], [21.86492, -13.65677, -0.01595], [16.65275, -11.81374, 12.40953], [22.53115, -4.51495, -5.19136], [20.71233, -5.70913, -1.48954], [16.97242, -10.77302, 12.37326], [19.61379, -9.81060, -1.50693], [25.44435, -4.38168, 8.07248], [23.75504, -6.98666, 7.50161], [18.28441, -10.71081, 11.67567], [21.96991, -7.37039, -4.03957], [17.36351, -8.61674, 4.60332], [21.12163, -7.69584, -4.64632], [22.92272, -6.26788, 0.12290], [19.16870, -5.59633, 6.27478], [20.76945, -9.63181, 9.83858], [23.81397, -9.35590, 2.45797], [23.33181, -14.13316, 0.81558], [22.06761, -13.22768, 1.72164], [22.19650, -12.26501, -1.78694], [24.68350, -12.13173, 0.30465], [20.14428, -9.77624, 12.04368], [24.90021, -4.05893, 3.11403], [19.76600, -13.02883, 8.04220], [18.32708, -11.06461, 10.05748], [24.30277, -5.42410, 5.34653], [20.02032, -9.33020, 0.13576], [18.78875, -9.72181, 9.19128], [21.86053, -5.96706, -3.84707], [21.33198, -12.51415, 8.80185], [22.39230, -10.72573, 0.59598], [22.24161, -6.30496, 8.13879]],
  "mulliken_charge": [0.2894, -0.1367, -0.9015, 0.1799, 0.3626, 0.3678, 0.3432, 0.2490, 0.4814, 0.2946, -1.1819, 0.2017, -0.9583, -1.2475, 0.3791, 0.5320, -0.0104, 0.2860, -0.1984, 0.1307, 0.3512, -1.0979, 0.2261, 0.2612, -1.2367, 0.4943, 0.2150, 0.3491, 0.3212, 0.3038, 0.4549, -1.0792, -1.0618, -1.0037, 0.4355, -1.5855, -0.8936, 0.5243, 0.5560, -0.8965, -0.7780, 0.3357, -0.8774, -1.2452, 0.3015, -0.5266, 0.6712, 0.4195, 0.2315, -1.0933, 0.4574, 0.2939, 0.1533, 0.2945, 0.4960, 0.3304, 0.7533, -0.9383, 0.3721, 0.3477, 0.2078, 0.2915, 0.5032, 0.3067, 0.4892, 0.2708, 0.4075, 0.1049, 0.4275, 0.4100, 0.2606, -0.1228, -0.2537, -0.4102, 0.3846, 0.1556, 0.3265, -1.1530, 1.3089, -1.2656, -1.2083, -1.0138, 0.3406, 0.2727, 0.5204, -1.0029, 0.3568, -1.0555, 0.3160, 0.3326, 0.3494, 0.2933, 0.2272, 0.6282, 0.2104, 0.2780, 0.2760, 0.3067, 0.5518, -0.9482, 0.3549, 0.3826, 0.3767, 0.2029, -1.4136, 0.3055, 0.4566, -0.2387, -0.4925, 0.4350, 0.3847, 0.4110, 0.2822, 0.2793, -0.9596, 0.1842, -0.9341, 0.3321, 0.1499, -0.0024, 0.2863, 0.5129, 0.2469, 0.3656, -0.1816, 0.4927],
  "total_charge": 0,
  "molar_mass_g_mol": 822.87,
  "homo_energy_ev": -8.03,
  "orbital_gap_ha": 0.314,
  "smiles": "CN(C)P(=O)(N(C)C)N(C)C.CN(C)P(=O)(N(C)C)N(C)C.CN(C)P(=O)(N(C)C)N(C)C.CN(C)P(=O)(N(C)C)N(C)C.O=C1OC[C@@H](F)O1"
}

Among the structures above, stability is smallest for *P*.